No. 1
Here is a cluster of 3 separate species, C41H40BF10IN3O4PS in total from the Open Molecules 2025 dataset. Energies are from the ωB97M-V functional and the def2-TZVPD basis.

The geometry in XYZ format:
```
102
Properties=species:S:1:pos:R:3
C 4.5807 0.7245 -1.4870
O 3.8490 0.8808 -2.7537
C 4.3563 2.0502 -3.4389
C 3.2326 2.9365 -4.1577
C 2.1026 3.4988 -3.1278
C 2.7183 4.4198 -1.9578
C 1.6060 5.0922 -1.0206
C 1.2859 6.6166 -0.9585
C 0.1412 7.1212 -0.0222
P -0.1730 9.0100 -0.0704
S -0.7193 9.4704 -1.9031
C -0.7314 6.1687 0.8820
I -2.3252 6.8758 2.1914
C -0.4150 4.6574 0.8161
C 0.7525 4.1616 -0.1247
C 1.0060 2.5627 -0.1207
O 2.1424 2.0447 -0.0441
C -0.3750 1.7199 -0.1644
C -0.6063 0.4975 -1.0715
C 0.5773 -0.0161 -2.0069
C 0.9737 -1.5542 -1.8054
C 1.9480 -2.1553 -2.8873
C 2.4202 -3.6294 -2.9032
C 1.8708 -4.5579 -1.7756
C 0.9257 -3.9674 -0.6697
C 0.4308 -5.0429 0.4430
C 0.4572 -2.4713 -0.6552
C -2.0070 -0.2261 -1.0810
F -2.0577 -1.3586 -1.9489
C -3.2202 0.2419 -0.2024
C -4.6220 -0.5371 -0.2221
F -4.7570 -1.3858 -1.3836
F -5.7613 0.3021 -0.2765
C -4.5889 -1.5683 1.0233
F -3.7156 -1.1621 2.0808
F -3.9792 -2.7608 0.4892
C -5.9994 -1.8917 1.6933
F -6.6719 -0.7334 2.2155
F -6.8782 -2.4410 0.6980
C -5.9661 -2.9494 2.9029
F -4.7451 -3.6284 3.0747
F -6.9907 -3.9135 2.8672
F -6.1740 -2.2060 4.1161
C -2.9423 1.4902 0.7276
B -4.0841 2.1280 1.7187
O -4.5202 3.4848 1.3714
N -4.6488 1.4663 2.9291
C -6.0122 2.0919 3.1913
C -3.8278 1.9327 4.1264
C -1.5609 2.2213 0.7550
C -1.2213 3.5089 1.6270
O -1.4542 3.6770 2.8436
H 4.0403 -0.0649 -0.8406
H 5.6752 0.4395 -1.6403
H 4.4878 1.7160 -0.9148
H 5.0946 1.6603 -4.2455
H 4.9667 2.7490 -2.7652
H 2.6482 2.2263 -4.8622
H 3.7090 3.7597 -4.7890
H 1.2832 4.0769 -3.7072
H 1.5747 2.5517 -2.7345
H 3.4293 3.7874 -1.2985
H 3.3772 5.2542 -2.4088
H 1.8678 7.3539 -1.6233
H 1.0935 9.6598 0.1802
H -1.1392 9.4221 0.9004
H 1.5339 0.6035 -1.9642
H 0.1907 0.0713 -3.0968
H 2.3339 -1.4615 -3.7205
H 3.1147 -3.9626 -3.7397
H 2.1704 -5.6675 -1.7743
H 1.3224 -5.7631 0.5791
H 0.1035 -4.5471 1.4157
H -0.4116 -5.6484 -0.0608
H -0.2475 -2.0464 0.1481
H -5.2018 3.4375 0.6641
H -5.9376 3.1887 3.5126
H -6.4517 1.5277 4.1034
H -6.6644 1.9145 2.2713
H -3.8704 3.0690 4.2434
H -2.7740 1.4979 4.1125
H -4.3681 1.4933 5.0524
C 8.6981 -3.2913 -0.9475
C 8.4511 -2.5598 0.2404
C 8.1469 -1.2722 -0.1274
N 8.2058 -1.1979 -1.4943
C 8.5360 -2.4264 -2.0019
H 8.9638 -4.3354 -1.0230
H 8.4908 -2.9341 1.2527
H 7.8955 -0.4042 0.4634
H 8.0325 -0.3698 -2.0404
H 8.6282 -2.5780 -3.0667
C -2.8066 -6.9001 1.2846
C -2.2110 -8.1735 1.4628
C -1.9769 -8.3314 2.8070
N -2.4050 -7.1983 3.4461
C -2.9171 -6.3228 2.5261
H -3.1209 -6.4554 0.3516
H -1.9798 -8.8951 0.6929
H -1.5427 -9.1492 3.3621
H -2.3522 -7.0347 4.4384
H -3.3134 -5.3667 2.8331
```

Computed properties:
Kohn-Sham gap   6.43 eV
Maximum force   4.75 eV/Å
Structure (SMILES)   COCCCCc1cc([PH2]=S)c(I)c2c1C(=O)c1c(Cc3cccc(C)c3)c(F)c(C(F)(F)C(F)(F)C(F)(F)C(F)(F)F)c(B(O)N(C)C)c1C2=O.c1cc[nH]c1.c1cc[nH]c1

No. 2
Here is a structure of composition C41H40F3GeIrNO3PSbSe from the Open Molecules 2025 dataset. Energies are from the ωB97M-V functional and the def2-TZVPD basis.

The geometry in XYZ format:
```
93
Properties=species:S:1:pos:R:3
Ir 0.4046 -0.2967 -0.0782
C 2.1419 -1.0391 -4.6888
C 1.3199 -0.0292 -4.2207
C 1.4963 0.4689 -2.9345
C 2.5019 -0.0565 -2.1130
C 3.3258 -1.0782 -2.5913
C 3.1453 -1.5600 -3.8749
P 2.5313 0.4441 -0.3755
C 4.2150 0.3356 0.2290
C 4.5806 -0.4205 1.3357
C 5.8951 -0.4095 1.7769
C 6.8438 0.3529 1.1103
C 6.4857 1.0942 -0.0092
C 5.1747 1.0840 -0.4556
C 1.8173 2.0960 -0.3241
C 2.2891 3.3950 -0.4244
C 1.3820 4.4246 -0.2314
C 0.0442 4.1413 0.0300
C -0.4144 2.8328 0.1218
C 0.4724 1.7692 -0.0473
H 2.0070 -1.4225 -5.6917
H 0.5440 0.3809 -4.8531
H 0.8614 1.2737 -2.5832
H 4.0882 -1.5063 -1.9530
H 3.7831 -2.3532 -4.2415
H 3.8540 -1.0591 1.8191
H 6.1814 -1.0106 2.6293
H 7.8697 0.3584 1.4538
H 7.2291 1.6752 -0.5380
H 4.9016 1.6489 -1.3397
H 3.3353 3.6028 -0.6136
H 1.7123 5.4541 -0.2798
H -0.6498 4.9625 0.1614
H -1.4655 2.6543 0.3023
C 0.9928 1.6917 5.9092
Ge 0.9202 1.7166 3.9601
C -0.8372 2.3424 3.3933
C 2.3574 2.7955 3.2151
C 1.3147 -0.1755 3.4335
Se 0.3888 -1.2402 2.0978
C -1.3839 -1.0435 2.8566
H 0.8851 2.7032 6.3013
H 1.9448 1.2926 6.2608
H 0.1904 1.0784 6.3211
H -0.8398 3.4331 3.3915
H -1.6141 2.0011 4.0788
H -1.0534 2.0035 2.3852
H 2.2323 3.8404 3.5016
H 2.3628 2.7400 2.1273
H 3.3232 2.4517 3.5881
H 1.2239 -0.7934 4.3314
H 2.3573 -0.2301 3.1186
H -1.7017 -0.0088 2.8219
H -1.3136 -1.3937 3.8858
H -2.0600 -1.6844 2.2971
F -4.5436 -6.0108 1.6549
C -4.0088 -4.9084 1.1153
C -2.6856 -4.9360 0.7158
C -2.1340 -3.7898 0.1636
C -2.9050 -2.6359 0.0148
C -4.2385 -2.6442 0.4220
C -4.8002 -3.7835 0.9786
Sb -2.0781 -0.8559 -0.7792
C -3.6713 0.4895 -0.4739
C -3.6516 1.2949 0.6614
C -4.7048 2.1494 0.9492
C -5.7757 2.1829 0.0760
F -6.7956 3.0072 0.3406
C -5.8333 1.3938 -1.0585
C -4.7737 0.5408 -1.3256
C -2.0428 -1.1717 -2.8584
C -1.6060 -2.3989 -3.3518
C -1.4893 -2.6003 -4.7182
C -1.8109 -1.5586 -5.5681
F -1.6940 -1.7457 -6.8907
C -2.2408 -0.3279 -5.1088
C -2.3473 -0.1364 -3.7388
H -2.1064 -5.8414 0.8345
H -1.0984 -3.8050 -0.1523
H -4.8532 -1.7581 0.3189
H -5.8316 -3.8095 1.3022
H -2.8079 1.2599 1.3384
H -4.7078 2.7805 1.8276
H -6.6955 1.4529 -1.7084
H -4.8170 -0.0877 -2.2077
H -1.3406 -3.2052 -2.6782
H -1.1522 -3.5430 -5.1269
H -2.4843 0.4539 -5.8153
H -2.6708 0.8301 -3.3685
O 1.7967 -4.1581 -0.7918
N 1.7421 -3.0259 -0.3886
O 2.6540 -2.4437 0.1866
O 0.6093 -2.3831 -0.5741
```

Computed properties:
Net charge   +1
Kohn-Sham gap   6.99 eV
Maximum force   0.62 eV/Å
Energy relative to the best compared isomer or geometry (same formula, charge and spin)   93.1 kJ/mol

No. 3
Here is a structure of composition C41H40FN6O4ReS from the Open Molecules 2025 dataset. Energies are from the ωB97M-V functional and the def2-TZVPD basis.

The geometry in XYZ format:
```
94
Properties=species:S:1:pos:R:3
Re 0.9451 0.5680 -0.3232
N -0.8898 4.3679 0.0884
C -1.9319 4.4653 1.0300
C -2.3849 5.7069 1.4415
C -3.4026 5.7908 2.3817
C -3.9472 4.6398 2.9237
C -3.4880 3.3938 2.5131
C -2.4937 3.3135 1.5563
S -1.9993 1.7367 0.9278
N -0.4824 2.0585 0.1969
C -0.1956 3.2646 -0.2210
C 0.9520 3.4144 -1.1349
C 1.3095 4.5951 -1.7639
C 2.3289 4.5825 -2.7043
C 2.9489 3.3836 -3.0106
C 2.5325 2.2380 -2.3560
N 1.5797 2.2606 -1.4211
H -0.5910 5.2374 -0.3162
H -1.9531 6.6073 1.0196
H -3.7681 6.7614 2.6862
H -4.7368 4.7034 3.6591
H -3.9151 2.4855 2.9192
H 0.8062 5.5269 -1.5519
H 2.6190 5.4981 -3.2008
H 3.7367 3.3249 -3.7467
H 2.9707 1.2756 -2.5902
N 2.3690 1.3224 1.3432
C 3.8032 1.4904 1.0114
C 4.4078 0.1641 0.5794
C 3.9362 -0.1933 -0.8343
O 4.7471 -0.3175 -1.7246
O 2.6479 -0.3095 -0.9990
H 2.0068 2.1858 1.7351
H 2.3136 0.6290 2.0878
H 4.3417 1.8811 1.8773
H 3.8971 2.2212 0.2048
H 4.1245 -0.6321 1.2752
H 5.4920 0.2315 0.5525
C 2.8590 -3.9881 1.6999
C 2.4807 -3.1328 0.4805
C 3.3785 -3.5145 -0.7055
C 1.0107 -3.2874 0.1370
C 0.5908 -4.5038 -0.3919
C -0.7363 -4.7516 -0.6686
C -1.6824 -3.7885 -0.3678
C -1.3181 -2.5687 0.1846
C -2.4167 -1.6258 0.6194
C -3.1650 -2.1794 1.8376
C -3.4013 -1.3186 -0.5117
C 0.0525 -2.2867 0.3879
N 0.4396 -1.0067 0.9646
C 0.3813 -1.0369 2.3618
C 0.3853 -2.2561 3.0755
C 0.3358 -2.3121 4.4532
C 0.2516 -1.1531 5.2114
C 0.2226 0.0640 4.5558
C 0.2907 0.1011 3.1808
F 0.2533 1.3374 2.6076
H 3.9445 -4.0066 1.8121
H 2.5142 -5.0159 1.5764
H 2.4286 -3.5914 2.6193
H 2.6455 -2.0918 0.7403
H 3.4453 -4.5988 -0.8015
H 4.3857 -3.1223 -0.5642
H 2.9820 -3.1027 -1.6290
H 1.3280 -5.2689 -0.5971
H -1.0424 -5.7015 -1.0877
H -2.7322 -3.9935 -0.5402
H -1.9528 -0.6941 0.9194
H -3.7207 -3.0807 1.5743
H -3.8764 -1.4347 2.2020
H -2.4752 -2.4213 2.6458
H -3.9493 -2.2109 -0.8161
H -2.8819 -0.9218 -1.3829
H -4.1306 -0.5768 -0.1802
H 0.4280 -3.1739 2.5107
H 0.3555 -3.2778 4.9406
H 0.2007 -1.1961 6.2899
H 0.1412 0.9961 5.0996
O 0.6679 -1.9298 -2.6923
C -0.1915 -1.0981 -2.7613
N -0.2341 0.0941 -2.0067
C -1.1288 0.9693 -2.6263
O -1.2539 2.1539 -2.3785
C -1.8770 0.2099 -3.6623
C -2.9479 0.5725 -4.4524
C -3.4705 -0.4000 -5.2999
C -2.9140 -1.6724 -5.3655
C -1.8162 -2.0204 -4.5825
C -1.3239 -1.0599 -3.7260
H -3.3630 1.5706 -4.4102
H -4.3255 -0.1619 -5.9186
H -3.3400 -2.4038 -6.0393
H -1.3683 -3.0038 -4.6338
```

Computed properties:
Net charge   +1
Kohn-Sham gap (alpha / beta)   6.23 / 6.00 eV
Spin multiplicity   4
Maximum force   1.69 eV/Å
Energy relative to the best compared isomer or geometry (same formula, charge and spin)   0.0 kJ/mol

No. 4
Here is a structure of composition C41H40N6O2P2Rb from the Open Molecules 2025 dataset. Energies are from the ωB97M-V functional and the def2-TZVPD basis.

The geometry in XYZ format:
```
92
Properties=species:S:1:pos:R:3
Rb 1.8709 -0.2448 1.1473
C -1.3416 -1.1105 0.2121
N -1.7021 0.1328 -0.4293
C -0.6917 1.1738 -0.4199
P -0.4606 2.2897 1.1137
C -1.3365 1.3000 2.3891
C -0.5792 0.8346 3.4663
C -1.1636 0.0137 4.4242
C -2.4953 -0.3540 4.3161
C -3.2553 0.1056 3.2455
C -2.6800 0.9253 2.2901
C -1.6562 3.6349 0.7344
C -2.6869 4.0450 1.5776
C -3.5012 5.1147 1.2321
C -3.2914 5.8048 0.0485
C -2.2346 5.4396 -0.7740
C -1.4170 4.3789 -0.4229
C -2.9560 0.3216 -0.9874
C -3.8549 -0.7461 -1.1401
C -5.1100 -0.5553 -1.6933
C -5.5237 0.6954 -2.1250
C -4.6412 1.7558 -1.9882
C -3.3849 1.5819 -1.4322
P -0.3945 -2.4559 -0.7476
C -1.7622 -3.3934 -1.5285
C -2.6715 -4.0250 -0.6793
C -3.7176 -4.7778 -1.1855
C -3.8567 -4.9380 -2.5579
C -2.9357 -4.3475 -3.4103
C -1.8963 -3.5821 -2.9013
C 0.3581 -1.4841 -2.0952
C -0.3676 -0.6810 -2.9804
C 0.2980 0.1659 -3.8511
C 1.6873 0.2275 -3.8486
C 2.4156 -0.5947 -3.0060
C 1.7522 -1.4565 -2.1448
H -2.2278 -1.5894 0.6360
H -0.7050 -0.8870 1.0702
H -0.8326 1.8410 -1.2720
H 0.2881 0.7261 -0.5898
H 0.4829 1.0805 3.5496
H -0.5681 -0.3454 5.2530
H -2.9459 -0.9977 5.0610
H -4.2956 -0.1812 3.1558
H -3.2840 1.2697 1.4601
H -2.8622 3.5284 2.5089
H -4.3052 5.4096 1.8943
H -3.9322 6.6341 -0.2217
H -2.0405 5.9898 -1.6854
H -0.5781 4.1190 -1.0590
H -3.5775 -1.7476 -0.8590
H -5.7642 -1.4127 -1.7956
H -6.5042 0.8383 -2.5590
H -4.9290 2.7495 -2.3089
H -2.7580 2.4501 -1.3257
H -2.5609 -3.9217 0.3950
H -4.4219 -5.2490 -0.5118
H -4.6714 -5.5265 -2.9591
H -3.0290 -4.4764 -4.4810
H -1.1902 -3.1216 -3.5781
H -1.4507 -0.6999 -2.9743
H -0.2740 0.7981 -4.5191
H 2.2102 0.9235 -4.4901
H 3.4941 -0.5289 -3.0059
H 2.3205 -2.0945 -1.4773
C 6.9460 -3.0638 1.3082
N 5.5220 -3.2554 1.1438
C 4.7828 -4.3284 1.5755
C 3.4851 -4.0280 1.2845
N 3.4129 -2.7957 0.6904
C 4.6497 -2.3637 0.6258
H 7.4457 -4.0311 1.2720
H 7.1678 -2.5787 2.2601
H 7.3238 -2.4402 0.4998
H 5.2363 -5.1856 2.0398
H 2.6031 -4.6195 1.4589
H 4.9659 -1.4190 0.2088
N 3.7860 2.6104 1.0835
C 3.8420 2.0810 -0.1771
O 2.9438 1.3203 -0.5947
C 4.9552 2.4478 -1.0050
C 6.0136 3.2443 -0.5250
N 6.8900 3.8876 -0.1255
C 5.0112 1.9464 -2.3209
N 5.0440 1.5304 -3.4009
H 3.2334 2.1261 1.7987
H 4.6103 3.0779 1.4244
C 3.2491 1.0148 4.4657
O 2.5682 0.8279 3.2932
H 2.6219 0.8665 5.3741
H 3.6799 2.0332 4.5822
H 4.1071 0.3212 4.6006
```

Computed properties:
Net charge   -1
Kohn-Sham gap   6.55 eV
Maximum force   0.81 eV/Å
Energy relative to the best compared isomer or geometry (same formula, charge and spin)   14.5 kJ/mol

No. 5
Here is a structure of composition C41H41BO2P2Tc from the Open Molecules 2025 dataset. Energies are from the ωB97M-V functional and the def2-TZVPD basis.

The geometry in XYZ format:
```
88
Properties=species:S:1:pos:R:3
Tc 0.1318 0.5688 1.5100
C -1.5856 0.8498 -4.3664
C -1.6177 -0.4543 -4.0872
C -0.8609 -1.4801 -4.8988
C 0.5612 -1.0917 -5.3880
C 1.4222 -0.2694 -4.4731
C 1.4648 1.0683 -4.5031
C 0.5678 1.9144 -5.3535
C -0.8820 1.4089 -5.5686
C 1.5803 0.2072 3.0476
H -2.1656 1.5754 -3.7799
H -2.3010 -0.8489 -3.3296
H -1.4508 -1.7298 -5.8007
H -0.7831 -2.4217 -4.3340
H 1.1074 -2.0359 -5.5694
H 0.4719 -0.6085 -6.3677
H 2.1327 -0.8493 -3.8791
H 2.2969 1.6265 -4.0703
H 1.0346 2.0263 -6.3525
H 0.5196 2.9281 -4.9356
H -1.4687 2.2704 -5.9337
H -0.8738 0.6804 -6.3892
H 1.5482 0.9390 3.8780
H 2.6191 0.2579 2.7039
H 1.4943 -0.7941 3.4899
P -1.2881 -0.6275 0.3063
P 1.8918 0.0718 0.2039
C -0.2966 -0.8816 -1.1803
C 1.0380 -0.6213 -1.2140
C -2.2156 -2.1487 0.5804
C -2.6475 -2.9437 -0.4916
C -3.4253 -4.0811 -0.2510
C -3.7464 -4.4512 1.0602
C -3.2880 -3.6779 2.1314
C -2.5045 -2.5498 1.8941
C -2.5320 0.6907 -0.0847
C -2.0941 2.0234 -0.0904
C -3.0049 3.0539 -0.3220
C -4.3534 2.7668 -0.5342
C -4.7953 1.4369 -0.5008
C -3.8940 0.4006 -0.2552
C 3.3529 -0.9753 0.4842
C 3.1230 -2.2433 1.0476
C 4.1995 -3.0728 1.3538
C 5.5068 -2.6542 1.0922
C 5.7368 -1.3982 0.5224
C 4.6671 -0.5511 0.2184
C 2.5425 1.7323 -0.2037
C 2.6988 2.6976 0.8046
C 3.1401 3.9763 0.4612
C 3.3809 4.3045 -0.8753
C 3.1990 3.3448 -1.8788
C 2.7884 2.0564 -1.5397
H -0.8317 -1.2287 -2.0653
H 1.6484 -0.8689 -2.0802
H -2.3734 -2.6820 -1.5154
H -3.7774 -4.6759 -1.0907
H -4.3407 -5.3527 1.2446
H -3.5430 -3.9578 3.1517
H -2.1084 -1.9735 2.7315
H -1.0379 2.2577 0.1334
H -2.6610 4.0863 -0.3347
H -5.0620 3.5805 -0.7162
H -5.8474 1.2173 -0.6642
H -4.2452 -0.6303 -0.1848
H 2.1007 -2.5679 1.2486
H 4.0179 -4.0521 1.7893
H 6.3481 -3.3073 1.3317
H 6.7552 -1.0762 0.3065
H 4.8460 0.4328 -0.2224
H 2.4480 2.4538 1.8388
H 3.2881 4.7182 1.2452
H 3.7004 5.3140 -1.1403
H 3.3739 3.5958 -2.9244
H 2.6263 1.2963 -2.2965
O -0.9080 -0.9490 4.1773
B -0.6749 0.2763 3.4054
O -1.0451 1.4112 4.2398
C -1.3120 0.8817 5.4650
C -1.5570 1.5683 6.6467
C -1.6174 0.8011 7.8229
C -1.5028 -0.5926 7.7929
C -1.3321 -1.2940 6.5889
C -1.2120 -0.5269 5.4345
H -1.6879 2.6503 6.6276
H -1.7656 1.3152 8.7725
H -1.5583 -1.1568 8.7248
H -1.2956 -2.3804 6.5276
```

Computed properties:
Net charge   +2
Kohn-Sham gap (alpha / beta)   6.57 / 2.94 eV
Spin multiplicity   4
Maximum force   4.39 eV/Å
Energy relative to the best compared isomer or geometry (same formula, charge and spin)   102.6 kJ/mol